C24H25N3O5S2 | ωB97M-V/def2-TZVPD

Geometry as XYZ:
```
59
C24H25N3O5S2 | OMol25 | ωB97M-V/def2-TZVPD
C -7.8250 -0.9070 0.6666
C -7.6320 0.6032 0.5625
O -6.4582 1.0470 1.2144
C -5.2449 0.8457 0.6424
C -4.1463 1.2190 1.4231
C -2.8618 1.0762 0.9516
C -2.6548 0.5542 -0.3186
N -1.3317 0.3856 -0.8153
C -0.8753 -0.8463 -1.1313
S -1.8864 -2.2439 -0.7321
C -0.6166 -3.1672 0.2152
C 0.1527 -2.1296 1.0229
O -0.4077 -1.3818 1.7947
N 1.4751 -2.0997 0.7382
C 2.3914 -1.0817 1.0406
C 2.0379 0.1299 1.6063
C 2.9739 1.1348 1.7906
C 4.2923 0.9263 1.4151
O 5.2962 1.8375 1.5246
C 4.9773 3.1254 1.9996
C 4.6665 -0.3033 0.8614
C 3.7321 -1.3001 0.6675
O 3.9982 -2.5181 0.0932
C 5.3270 -2.8055 -0.2725
N 0.2901 -1.0971 -1.6389
C 1.1259 -0.0554 -1.8016
C 0.7937 1.2149 -1.4307
C -0.5121 1.5378 -0.9175
O -0.9317 2.6306 -0.6129
S 2.0614 2.3875 -1.6512
C 3.2578 1.0716 -2.1456
C 2.4799 -0.2134 -2.4221
C -3.7334 0.1892 -1.1070
C -5.0243 0.3286 -0.6312
H -8.7617 -1.1903 0.1943
H -7.0089 -1.4380 0.1829
H -7.8527 -1.2022 1.7124
H -8.4419 1.1175 1.0876
H -7.6411 0.9286 -0.4850
H -4.3327 1.6177 2.4071
H -2.0183 1.3520 1.5628
H 0.0068 -3.7339 -0.4729
H -1.1830 -3.8304 0.8668
H 1.8604 -2.8076 0.1282
H 1.0152 0.2942 1.9007
H 2.6523 2.0696 2.2172
H 4.2317 3.6112 1.3631
H 4.6132 3.0930 3.0310
H 5.9078 3.6895 1.9636
H 5.7013 -0.4295 0.5893
H 5.3081 -3.8166 -0.6765
H 5.9947 -2.7728 0.5929
H 5.6908 -2.1148 -1.0399
H 3.9504 0.9528 -1.3126
H 3.7994 1.4342 -3.0159
H 2.3500 -0.3753 -3.4962
H 2.9909 -1.0856 -2.0150
H -3.5654 -0.2078 -2.0976
H -5.8417 0.0352 -1.2698
```

The calculation puts the relative energy (zero: lowest compared OMol25 entry of this formula, charge and spin) at 0.6111 eV. The total charge is 0. As for the SMILES: CCOc1ccc(-n2c(SCC(=O)Nc3ccc(OC)cc3OC)nc3c(c2=O)SCC3)cc1. Its frontier orbital gap is 7.90 eV.

***

C24H25N3O6S | ωB97M-V/def2-TZVPD

Geometry as XYZ:
```
59
C24H25N3O6S | OMol25 | ωB97M-V/def2-TZVPD
C -0.2409 -0.8853 2.9483
O -1.1893 -0.1953 2.1717
C -0.8719 1.0584 1.7191
C 0.3070 1.7270 1.9949
C 0.5213 2.9978 1.4802
C -0.4312 3.6006 0.6841
C -1.6207 2.9452 0.4063
C -1.8535 1.6822 0.9234
N -3.0324 0.9605 0.7084
C -4.0067 1.1862 -0.2109
O -4.0525 2.1467 -0.9495
C -5.0363 0.0661 -0.2697
C -4.5899 -0.9973 -1.2897
C -3.2939 -1.6500 -0.8322
O -3.2798 -2.6340 -0.1213
N -2.1860 -0.9963 -1.2690
C -0.8475 -1.2381 -0.9513
C -0.4253 -2.3590 -0.2515
C 0.9185 -2.5529 0.0215
O 1.4213 -3.6262 0.7088
C 0.5254 -4.6387 1.1048
C 1.8679 -1.6219 -0.4356
N 3.2084 -1.9316 -0.2033
C 4.3652 -1.2269 -0.3446
O 5.4362 -1.8038 -0.3693
C 4.2960 0.2472 -0.4082
C 4.9905 1.0527 -1.2640
C 4.7980 2.4257 -1.0049
C 3.9874 2.6433 0.0624
S 3.4278 1.1803 0.7677
C 1.4398 -0.5083 -1.1498
C 0.0933 -0.2920 -1.3886
O -0.4138 0.7900 -2.0569
C 0.4561 1.8526 -2.3641
H 0.6923 -1.0363 2.3979
H -0.6936 -1.8508 3.1683
H -0.0345 -0.3608 3.8865
H 1.0677 1.2717 2.6074
H 1.4415 3.5095 1.7164
H -0.2598 4.5866 0.2800
H -2.3728 3.4055 -0.2115
H -3.0569 0.0923 1.2282
H -5.9855 0.4919 -0.5971
H -5.1691 -0.3966 0.7089
H -4.4678 -0.5342 -2.2696
H -5.3562 -1.7712 -1.3514
H -2.3081 -0.1538 -1.8168
H -1.1717 -3.0604 0.0763
H 0.0202 -5.0846 0.2434
H -0.2228 -4.2604 1.8068
H 1.1370 -5.3923 1.5985
H 3.3558 -2.9142 0.0055
H 5.6035 0.6647 -2.0571
H 5.2500 3.2117 -1.5823
H 3.6893 3.5806 0.4879
H 2.1715 0.1753 -1.5425
H 0.9652 2.2193 -1.4678
H 1.1954 1.5618 -3.1174
H -0.1789 2.6400 -2.7658
```

The calculation puts the relative energy (zero: lowest compared OMol25 entry of this formula, charge and spin) at 0.6772 eV. The total charge is 0. As for the SMILES: COc1ccccc1NC(=O)CCC(=O)Nc1cc(OC)c(NC(=O)c2cccs2)cc1OC. Its frontier orbital gap is 8.04 eV.

***

C24H25N4OPd | ωB97M-V/def2-TZVPD

Geometry as XYZ:
```
55
C24H25N4OPd | OMol25 | ωB97M-V/def2-TZVPD
C -3.0336 -0.9141 0.3202
C -2.4968 0.3076 0.7919
C -1.6002 0.8315 -0.1752
H -2.7986 0.8316 1.7041
C -1.5858 -0.0435 -1.3107
C -2.5341 -1.1339 -1.0213
H -1.1915 0.1715 -2.3109
C -0.6807 -2.6857 2.3650
C -0.9633 -1.6364 3.2419
C 0.0312 -0.6077 3.0610
H -1.7663 -1.5521 3.9788
C 0.8926 -0.9807 2.0317
C 0.4313 -2.2924 1.4971
H -1.0437 1.7657 -0.0879
H -2.9921 -1.7523 -1.7933
H -3.7906 -1.5333 0.8099
H 1.1520 -2.9759 1.0407
H 0.1457 0.2820 3.6871
H -1.1646 -3.6542 2.3296
Pd -0.6932 -2.0109 -0.3918
C 1.9732 -0.1599 1.3609
C 3.2809 -0.9689 1.2548
C 2.2431 1.2069 2.0361
H 3.5469 -1.3664 2.2435
H 4.1050 -0.3174 0.9323
H 3.1713 -1.7963 0.5410
H 2.5486 1.0950 3.0867
H 1.3640 1.8738 1.9901
H 3.0802 1.6902 1.5021
C 1.3804 0.1821 -0.0562
C 1.9441 -0.3874 -1.3320
H 1.2837 1.2648 -0.1911
H 0.3248 -0.1891 -0.0698
O 1.7873 -1.5943 -1.6064
N 2.5552 0.6299 -2.0973
C 1.6532 1.3577 -3.0288
H 3.4124 0.3077 -2.5394
C 0.8371 2.4552 -2.3848
C -0.4269 2.7586 -2.9045
H -0.7838 2.1916 -3.7643
C -1.2156 3.7694 -2.3543
H -2.1960 3.9857 -2.7824
C -0.7398 4.5076 -1.2647
H -1.3519 5.3010 -0.8255
C 0.5237 4.2169 -0.7314
H 0.8994 4.7646 0.1403
C 1.3373 3.2391 -1.3341
H 2.3603 3.0708 -0.9777
H 0.9374 0.6397 -3.4757
H 2.2674 1.7750 -3.8503
N -1.7478 -3.7182 -0.3193
C -2.5529 -4.5210 -0.0118
N -3.2969 -5.5528 0.0514
C -4.0455 -5.8821 1.0763
N -4.7774 -6.2460 1.9181
```

The calculation puts the relative energy (zero: lowest compared OMol25 entry of this formula, charge and spin) at 0.0000 eV. The total charge is -1. The spin multiplicity is 3. Its frontier orbital gap (spin up / spin down) is 6.50 / 5.83 eV.

***

C24H26AlN4Si | ωB97M-V/def2-TZVPD

Geometry as XYZ:
```
56
C24H26AlN4Si | OMol25 | ωB97M-V/def2-TZVPD
C 0.6402 1.4495 1.1088
C 0.9742 2.2556 -0.0056
C -0.0929 2.2047 -0.9394
H 1.8257 2.9428 -0.0488
C -1.1384 1.3768 -0.3979
C -0.6476 0.8462 0.8816
H -1.2850 0.3796 1.6328
H 1.1952 1.3927 2.0554
H -0.1877 2.8114 -1.8502
H -2.1842 1.3333 -0.7207
Al -0.1137 -0.4390 -0.7498
C 0.3755 -0.8071 -2.7250
H -0.5987 -0.4513 -3.1208
H 0.6085 -1.8768 -2.6196
H 1.2012 -0.3306 -3.2681
Si -0.2570 -1.4517 -4.8810
C 1.3828 -1.5214 -5.8148
C 2.1224 -0.3184 -5.8830
H 1.7180 0.6133 -5.4580
C 3.3662 -0.2742 -6.5427
H 3.9505 0.6472 -6.5101
C 3.8469 -1.3939 -7.2324
H 4.8232 -1.3582 -7.7304
C 3.0561 -2.5548 -7.2764
H 3.4232 -3.4149 -7.8413
C 1.8169 -2.6113 -6.6088
H 1.1715 -3.4909 -6.7357
C -1.3919 -0.2835 -5.8720
C -1.2081 0.1450 -7.2132
H -0.4473 -0.3197 -7.8534
C -1.9999 1.1732 -7.7587
H -1.8017 1.5482 -8.7623
C -3.0518 1.7368 -7.0279
H -3.6463 2.5580 -7.4359
C -3.3488 1.1982 -5.7727
H -4.1913 1.5919 -5.2099
C -2.5752 0.1574 -5.2294
H -2.9052 -0.3198 -4.2999
H -0.8641 -2.2924 -3.5979
H -0.7144 -2.8960 -4.9494
N 0.9681 -2.9262 2.1209
C 2.2184 -2.3129 2.2134
C 2.2481 -1.3370 1.2651
N 1.0675 -1.3996 0.5250
C 0.3098 -2.3744 1.0740
C -1.0687 -2.5408 0.6735
N -1.6157 -1.6939 -0.2271
C -2.9892 -2.0057 -0.2763
C -3.2189 -3.0963 0.5180
N -2.0175 -3.3655 1.1629
H 0.6059 -3.6951 2.6954
H 2.9354 -2.5964 2.9589
H 2.9953 -0.5786 1.0412
H -3.6633 -1.4576 -0.9215
H -4.1152 -3.6482 0.7163
H -1.8350 -4.1283 1.8429
```

The calculation puts the relative energy (zero: lowest compared OMol25 entry of this formula, charge and spin) at 0.8153 eV. The total charge is +1. Its frontier orbital gap (spin up / spin down) is 4.62 / 4.62 eV.

***

C24H26BF3N2O5 | ωB97M-V/def2-TZVPD

Geometry as XYZ:
```
61
C24H26BF3N2O5 | OMol25 | ωB97M-V/def2-TZVPD
C 2.7758 -2.2283 -1.4017
C 4.1134 -1.6515 -2.0168
O 4.5745 -2.2271 -2.9720
N 4.7932 -0.4597 -1.4686
C 5.2884 -0.8550 -0.1252
C 3.7525 0.6105 -1.4048
C 4.3284 2.0743 -1.3989
C 4.4244 2.7392 0.0445
C 3.1133 3.4820 0.4924
C 1.9064 2.5593 0.8539
C 0.5745 2.9836 0.3663
C -0.6216 2.2225 0.6797
C -0.5947 0.9740 1.4752
C 0.7214 0.5593 1.9698
C 1.9487 1.3362 1.6572
N 3.2036 0.8555 2.2116
C -1.8960 0.1491 1.7701
O -1.8854 -0.5410 2.7672
C -3.0603 0.3059 0.7715
C -3.0798 1.5636 -0.0149
C -4.1114 1.8676 -1.0122
C -5.1349 0.8547 -1.2507
C -5.1435 -0.4077 -0.4743
B -6.3356 -1.4297 -0.8509
O -7.1465 -2.0998 0.0895
O -6.5753 -1.6018 -2.2476
C -4.1219 -0.6984 0.5640
C -4.1797 -2.0126 1.3910
C -3.6340 -3.2953 0.6510
C -2.1544 -3.2092 0.1712
F -2.0553 -2.4153 -0.9452
F -1.2993 -2.8457 1.1709
F -1.7809 -4.4953 -0.2307
C -2.0044 2.6917 0.1929
O -2.3152 3.8470 -0.0009
H 1.9459 -2.1996 -2.1507
H 2.9799 -3.2968 -1.1008
H 2.5141 -1.7016 -0.4390
H 5.2186 -0.0536 0.6507
H 4.8040 -1.7778 0.3026
H 6.3834 -1.1092 -0.2441
H 3.1483 0.5081 -2.3575
H 3.0418 0.3768 -0.5681
H 5.3947 2.0385 -1.7735
H 3.7879 2.7482 -2.1209
H 4.8331 2.0342 0.8176
H 5.2200 3.5398 -0.0573
H 3.3353 4.1276 1.3819
H 2.7605 4.1720 -0.3284
H 0.4453 3.9010 -0.2587
H 0.8349 -0.3500 2.6015
H 3.3329 -0.1260 1.9417
H 3.2320 0.9504 3.2295
H -4.0905 2.8360 -1.5731
H -5.9179 1.0426 -2.0272
H -6.9103 -3.0433 0.0184
H -5.7256 -1.8882 -2.6360
H -3.7092 -1.9415 2.4052
H -5.2746 -2.2113 1.5898
H -4.3042 -3.6454 -0.1866
H -3.6686 -4.1335 1.4085
```

The total charge is 0. As for the SMILES: CC(=O)N(C)CCCCc1cc2c(cc1N)C(=O)c1c(ccc(B(O)O)c1CCC(F)(F)F)C2=O. Its frontier orbital gap is 8.17 eV.

***

C24H26BF4N6O3STi | ωB97M-V/def2-TZVPD

Geometry as XYZ:
```
66
C24H26BF4N6O3STi | OMol25 | ωB97M-V/def2-TZVPD
Ti -1.8804 0.0699 0.4335
O 0.1810 2.9439 -2.4099
C 0.2488 2.0642 -3.4324
C 0.9918 2.4380 -4.5519
C 1.1183 1.5803 -5.6286
C 0.5065 0.3304 -5.6081
C -0.2368 -0.0381 -4.5009
C -0.3874 0.8140 -3.4076
C -1.2066 0.3945 -2.2508
O -1.0448 1.0514 -1.1178
N -2.1134 -0.5266 -2.3714
N -2.7213 -0.6600 -1.1497
C -3.9335 -1.2373 -1.0026
C -4.5866 -0.8144 0.1442
C -5.8996 -1.2065 0.5467
C -6.4852 -0.6152 1.6155
C -5.7753 0.3847 2.3433
C -4.5108 0.7011 1.9571
N -3.8933 0.1345 0.8865
H -0.2730 2.4869 -1.6683
H 1.4664 3.4111 -4.5432
H 1.7038 1.8853 -6.4880
H 0.6125 -0.3485 -6.4447
H -0.7253 -1.0030 -4.4538
H -4.3505 -1.8895 -1.7575
H -6.4102 -1.9668 -0.0317
H -7.4861 -0.9011 1.9165
H -6.2130 0.8760 3.2008
H -3.9175 1.4248 2.4998
O -2.0635 -1.3729 1.8852
N -1.0230 -2.1130 2.2709
C -0.9965 -2.4899 3.5651
C -0.0111 -3.3046 4.0415
C 0.9734 -3.7444 3.1441
C 0.9404 -3.3327 1.8402
C -0.0653 -2.4589 1.3643
S -0.1688 -1.8402 -0.1997
H -1.8112 -2.0845 4.1450
H -0.0068 -3.5860 5.0838
H 1.7651 -4.4010 3.4825
H 1.6907 -3.6470 1.1290
C 3.3293 -0.8496 0.5608
C 4.8045 -0.4087 0.3463
N 4.8630 1.0196 0.0196
C 4.2634 1.7725 1.1296
C 2.7882 1.3301 1.3487
N 2.4376 0.2895 0.3857
C 2.5936 0.8200 -0.9668
C 4.0689 1.2545 -1.1944
H 3.1736 -1.2550 1.5644
H 3.0320 -1.6202 -0.1559
H 5.2712 -0.9638 -0.4717
H 5.4068 -0.5745 1.2438
H 4.3275 2.8370 0.8910
H 4.8723 1.5979 2.0207
H 2.0970 2.1639 1.2178
H 2.6267 0.9373 2.3552
H 1.9088 1.6626 -1.0827
H 2.2867 0.0474 -1.6766
H 4.1356 2.3162 -1.4436
H 4.5303 0.6951 -2.0123
F -1.6119 1.6476 3.5155
B -0.9502 1.9516 2.3463
F -1.9103 2.1847 1.2855
F -0.0497 2.9724 2.4749
F -0.2969 0.7629 1.8212
```

The calculation puts the relative energy (zero: lowest compared OMol25 entry of this formula, charge and spin) at 0.0000 eV. The total charge is -1. Its frontier orbital gap (spin up / spin down) is 5.86 / 5.86 eV.

***

C24H26BF5N10O4S3Ti | ωB97M-V/def2-TZVPD

Geometry as XYZ:
```
74
C24H26BF5N10O4S3Ti | OMol25 | ωB97M-V/def2-TZVPD
Ti -0.2886 -0.4877 0.0704
C 0.3176 -4.2972 0.4668
C -0.6505 -3.5112 1.2844
C -1.3183 -4.0007 2.4092
C -2.1862 -3.0045 2.7866
N -2.0508 -1.9821 1.9319
N -1.0874 -2.2691 1.0098
B -2.8617 -0.6879 1.8510
N -3.2201 -0.4037 0.3722
C -4.4111 -0.0684 -0.1326
C -4.2564 0.1968 -1.4767
C -2.9005 0.0154 -1.7413
C -2.2347 0.1838 -3.0628
N -2.2774 -0.3568 -0.6110
N -1.8662 0.4612 2.3024
C -2.0944 1.5349 2.9786
C -0.8477 2.2711 3.1550
C 0.1644 1.4156 2.4716
C 1.5983 1.2634 2.8625
N -0.5329 0.2608 1.9688
N -4.1196 -0.7885 2.6644
C -5.0572 -1.7689 2.5371
C -6.1904 -1.3548 3.1775
C -5.8755 -0.0665 3.6709
C -6.7446 0.8590 4.4533
N -4.6419 0.2687 3.3461
H 0.0013 -5.3387 0.4803
H 1.3235 -4.2511 0.8824
H 0.3441 -3.9503 -0.5619
H -1.1788 -4.9608 2.8714
H -2.9009 -2.9615 3.5890
H -5.2864 -0.0361 0.4938
H -5.0174 0.4783 -2.1810
H -2.8998 0.7409 -3.7198
H -2.0305 -0.7832 -3.5244
H -1.2886 0.7140 -2.9737
H -3.0811 1.7072 3.3816
H -0.6634 2.9425 3.9812
H 1.8813 2.0741 3.5313
H 2.2479 1.2941 1.9904
H 1.7337 0.3120 3.3758
H -4.8436 -2.6820 2.0080
H -7.1160 -1.8906 3.2833
H -7.1679 0.3536 5.3202
H -7.5738 1.2202 3.8448
H -6.1687 1.7153 4.7961
O -0.2620 2.6361 1.8966
S 1.2182 1.3770 -0.9244
O 1.7706 2.5655 -0.3309
O -0.3153 1.2744 -0.8131
O 1.4857 0.1141 -0.0093
F 5.9657 -2.2494 -2.8290
C 4.6605 -2.1565 -2.6042
C 4.1617 -2.2856 -1.3179
F 4.9922 -2.5044 -0.3017
C 2.7999 -2.1867 -1.0934
F 2.3766 -2.3390 0.1708
C 1.8955 -1.9441 -2.1180
S 0.1529 -1.7848 -1.9135
C 2.4282 -1.8201 -3.3999
F 1.6205 -1.5666 -4.4323
C 3.7846 -1.9240 -3.6525
F 4.2511 -1.7871 -4.8901
C 3.3982 5.1954 -2.3033
N 3.0653 3.8753 -2.8098
C 1.8418 3.4726 -3.0972
N 0.8255 4.3266 -3.0486
S 1.5565 1.8225 -3.5226
H 4.4789 5.2907 -2.2705
H 2.9964 5.3341 -1.2975
H 3.0140 5.9673 -2.9708
H 3.7640 3.1488 -2.7788
H 0.9274 5.2732 -2.7212
H -0.0981 3.9817 -3.2485
```

The calculation puts the relative energy (zero: lowest compared OMol25 entry of this formula, charge and spin) at 2.8884 eV. The total charge is +1. The spin multiplicity is 2. Its frontier orbital gap (spin up / spin down) is 7.23 / 5.78 eV.

***

Values of max |F|, in order: 0.95 0.70 2.99 5.46 2.57 0.60 1.37, all in eV/A.
Values of E_tot, in order: -61672.290 -52885.127 -36778.139 -45735.676 -47356.350 -85900.143 -118283.169, all in eV.